{"formula": "C3H5ClS", "method": "ωB97M-V/def2-TZVPD", "symbols": ["C", "C", "C", "S", "Cl", "H", "H", "H", "H", "H"], "xyz": [[1.62, 1.32, -0.10], [0.17, 1.29, 0.18], [1.07, 0.13, 0.11], [-2.34, -2.00, 0.27], [1.10, -1.58, 0.21], [-1.88, -2.95, -0.55], [2.38, 1.88, -0.61], [-0.18, 1.48, 1.20], [-0.41, 1.57, -0.60], [-1.53, -1.13, -0.11]], "smiles": "ClC1=CC1.S", "e_above_lowest_kj_mol": 263.4, "homo_lumo_gap_ev": 10.06, "lumo_ev": 0.8}

{"formula": "C56H70N14", "method": "ωB97M-V/def2-TZVPD", "symbols": ["N", "C", "C", "C", "C", "H", "H", "H", "H", "H", "N", "C", "C", "C", "C", "H", "H", "H", "H", "H", "N", "C", "C", "C", "C", "H", "H", "H", "H", "H", "N", "C", "C", "C", "C", "H", "H", "H", "H", "H", "N", "C", "C", "C", "C", "H", "H", "H", "H", "H", "N", "C", "C", "C", "C", "H", "H", "H", "H", "H", "N", "C", "C", "C", "C", "H", "H", "H", "H", "H", "N", "C", "C", "C", "C", "H", "H", "H", "H", "H", "N", "C", "C", "C", "C", "H", "H", "H", "H", "H", "N", "C", "C", "C", "C", "H", "H", "H", "H", "H", "N", "C", "C", "C", "C", "H", "H", "H", "H", "H", "N", "C", "C", "C", "C", "H", "H", "H", "H", "H", "N", "C", "C", "C", "C", "H", "H", "H", "H", "H", "N", "C", "C", "C", "C", "H", "H", "H", "H", "H"], "xyz": [[3.28, -1.27, -3.28], [2.84, -1.58, -2.02], [3.17, -2.88, -1.73], [3.86, -3.34, -2.87], [3.87, -2.34, -3.81], [3.35, -0.31, -3.66], [2.59, -0.80, -1.32], [2.90, -3.42, -0.80], [4.14, -4.40, -3.06], [4.37, -2.26, -4.77], [0.01, -4.90, 4.24], [1.36, -4.66, 4.37], [2.04, -5.84, 4.28], [1.00, -6.88, 4.20], [-0.22, -6.25, 4.08], [-0.68, -4.21, 4.37], [1.90, -3.76, 4.50], [3.10, -5.98, 4.36], [1.12, -7.92, 4.08], [-1.28, -6.63, 4.04], [-0.08, 1.03, -3.71], [-0.32, 2.26, -4.25], [-0.34, 2.16, -5.61], [0.00, 0.82, -5.97], [0.10, 0.14, -4.77], [0.17, 0.81, -2.76], [-0.53, 3.11, -3.60], [-0.67, 2.99, -6.20], [0.05, 0.25, -6.88], [0.36, -0.91, -4.67], [-4.79, 2.14, 2.88], [-4.61, 1.33, 1.81], [-5.45, 0.22, 1.95], [-6.16, 0.39, 3.21], [-5.66, 1.54, 3.77], [-4.17, 2.91, 3.15], [-3.92, 1.64, 1.01], [-5.70, -0.59, 1.20], [-6.79, -0.36, 3.74], [-5.87, 1.91, 4.75], [-0.58, -3.33, -0.84], [-1.80, -3.18, -1.50], [-2.82, -3.12, -0.54], [-2.20, -3.25, 0.70], [-0.85, -3.42, 0.45], [0.27, -3.53, -1.35], [-1.92, -3.09, -2.59], [-3.87, -3.17, -0.74], [-2.53, -3.14, 1.71], [-0.03, -3.46, 1.16], [-1.58, 3.67, 3.01], [-2.21, 4.67, 2.31], [-3.05, 5.31, 3.16], [-3.00, 4.59, 4.40], [-2.12, 3.54, 4.28], [-0.88, 3.06, 2.61], [-1.90, 4.90, 1.28], [-3.65, 6.20, 3.00], [-3.75, 4.77, 5.23], [-1.75, 2.78, 4.99], [-2.64, -0.88, 4.25], [-2.83, -1.65, 5.37], [-1.57, -2.05, 5.81], [-0.63, -1.54, 4.88], [-1.31, -0.88, 3.91], [-3.36, -0.51, 3.60], [-3.84, -1.81, 5.74], [-1.38, -2.61, 6.70], [0.45, -1.65, 4.97], [-0.93, -0.44, 2.98], [2.38, -5.87, 0.95], [1.24, -6.25, 0.43], [1.42, -6.44, -0.91], [2.83, -6.16, -1.22], [3.42, -5.83, -0.02], [2.59, -5.75, 1.95], [0.28, -6.37, 0.92], [0.60, -6.57, -1.60], [3.29, -6.13, -2.20], [4.46, -5.64, 0.23], [-3.20, -0.13, -5.05], [-4.20, 0.05, -5.94], [-5.38, -0.40, -5.46], [-5.03, -1.04, -4.17], [-3.71, -0.86, -3.90], [-2.22, -0.01, -5.36], [-4.02, 0.58, -6.86], [-6.38, -0.24, -5.80], [-5.69, -1.39, -3.36], [-3.07, -0.79, -3.05], [-3.68, 2.73, -3.82], [-4.02, 2.56, -2.49], [-4.16, 3.79, -1.89], [-3.84, 4.79, -2.91], [-3.58, 4.07, -4.10], [-3.66, 1.94, -4.46], [-4.06, 1.56, -2.05], [-4.37, 3.87, -0.83], [-3.81, 5.87, -2.76], [-3.27, 4.48, -5.01], [6.18, 4.52, 0.30], [4.84, 4.53, -0.02], [4.23, 5.35, 0.89], [5.26, 5.92, 1.67], [6.45, 5.42, 1.29], [6.83, 4.13, -0.37], [4.47, 3.89, -0.81], [3.22, 5.72, 1.06], [5.18, 6.65, 2.48], [7.46, 5.67, 1.58], [4.99, 1.63, -3.69], [3.68, 2.04, -3.61], [3.30, 1.88, -2.33], [4.40, 1.35, -1.58], [5.44, 1.23, -2.48], [5.62, 1.83, -4.48], [3.22, 2.53, -4.47], [2.39, 2.26, -1.92], [4.27, 1.07, -0.55], [6.48, 0.95, -2.43], [-0.75, -0.34, 0.11], [0.64, -0.18, 0.38], [0.91, 1.10, 0.09], [-0.26, 1.76, -0.40], [-1.27, 0.77, -0.34], [-1.37, -1.15, 0.28], [1.21, -0.88, 0.91], [1.87, 1.65, 0.31], [-0.43, 2.80, -0.66], [-2.33, 0.99, -0.50], [3.93, 1.95, 1.99], [3.95, 0.55, 2.08], [3.03, 0.28, 3.04], [2.40, 1.42, 3.50], [3.00, 2.47, 2.85], [4.41, 2.48, 1.31], [4.65, -0.01, 1.49], [2.73, -0.69, 3.42], [1.63, 1.59, 4.23], [2.85, 3.52, 2.90]], "e_above_lowest_kj_mol": 191.4, "homo_lumo_gap_ev": 8.37, "lumo_ev": 0.3}